Entry 1:
A gas-phase ion, C9H19N4O2 (charge +1) in a non-equilibrium geometry. Source: OMol25; level of theory: ωB97M-V with the def2-TZVPD basis set.

Summary:
- Maximum force: 1.73 eV Å⁻¹
- DFT total energy: -723.42965 hartree
- Kohn-Sham gap: 6.4 eV
- Total charge: +1

Last column: Löwdin charge in e.
Positions of all 34 atoms, in Å:
C (4.637, -2.367, 0.478)  0.06
C (4.141, -1.153, 0.276)  -0.17
N (2.701, -0.968, 0.051)  0.08
C (2.367, 0.353, -0.147)  -0.28
N (2.988, 1.150, -1.098)  0.16
N (1.349, 0.856, 0.649)  -0.10
N (1.904, 2.025, 1.262)  0.16
C (0.159, 1.173, -0.191)  -0.14
C (-1.144, 0.890, 0.529)  -0.15
C (-1.250, -0.570, 1.000)  -0.07
C (-2.542, -1.221, 0.574)  -0.48
O (-2.605, -2.336, 0.083)  0.12
O (-3.622, -0.450, 0.847)  -0.01
C (-4.705, -0.579, -0.078)  -0.22
C (-4.433, 0.120, -1.391)  -0.06
H (3.970, -3.207, 0.559)  0.08
H (5.697, -2.515, 0.541)  0.07
H (4.783, -0.288, 0.289)  0.10
H (2.548, -1.417, -0.861)  0.17
H (2.602, 1.233, -2.021)  0.13
H (3.840, 1.620, -0.863)  0.11
H (1.912, 2.827, 0.626)  0.11
H (2.869, 1.855, 1.533)  0.11
H (0.170, 2.212, -0.511)  0.13
H (0.174, 0.578, -1.102)  0.14
H (-1.931, 1.120, -0.179)  0.11
H (-1.266, 1.573, 1.359)  0.12
H (-1.278, -0.557, 2.084)  0.13
H (-0.416, -1.182, 0.686)  0.11
H (-4.979, -1.612, -0.252)  0.12
H (-5.554, -0.103, 0.394)  0.12
H (-4.091, 1.136, -1.205)  0.07
H (-5.337, 0.204, -1.976)  0.08
H (-3.659, -0.401, -1.948)  0.08

---

Entry 2:
A gas-phase ion, C3H6N3S (charge +1) in a non-equilibrium geometry. Source: OMol25; level of theory: ωB97M-V with the def2-TZVPD basis set.

Summary:
- Maximum force: 3.73 eV Å⁻¹
- DFT total energy: -680.11095 hartree
- Kohn-Sham gap: 8.2 eV
- Total charge: +1

Last column: Löwdin charge in e.
Positions of all 13 atoms, in Å:
N (0.026, -1.088, 1.288)  0.20
C (-0.196, -0.047, 0.446)  -0.23
C (0.355, 0.201, -0.937)  -0.05
N (-0.439, 1.357, -1.359)  0.05
C (-0.997, 1.985, -0.242)  -0.85
S (-1.905, 3.303, 0.068)  0.77
N (-0.918, 1.030, 0.774)  0.10
H (0.849, -1.772, 1.013)  0.21
H (-0.352, -1.055, 2.265)  0.16
H (1.428, 0.481, -0.942)  0.15
H (0.328, -0.536, -1.814)  0.17
H (-0.385, 1.919, -2.173)  0.14
H (-1.516, 0.919, 1.610)  0.19

---

Entry 3:
A molecular structure, C15H28F6NO3P2Y in a non-equilibrium geometry. Source: OMol25; level of theory: ωB97M-V with the def2-TZVPD basis set.

Summary:
- Maximum force: 3.21 eV Å⁻¹
- DFT total energy: -2189.02049 hartree
- Kohn-Sham gap (spin up / spin down): 4.3 / 5.6 eV

Last column: Löwdin charge in e.
Positions of all 56 atoms, in Å:
C (1.359, -2.937, -3.002)  -0.09
C (0.840, -1.775, -2.433)  -0.38
N (1.328, -1.232, -1.294)  -0.03
C (2.432, -1.801, -0.756)  -0.36
C (3.056, -2.893, -1.354)  -0.09
C (2.515, -3.495, -2.480)  -0.15
C (-0.266, -1.113, -3.218)  -0.31
P (-1.136, 0.344, -2.538)  0.82
Y (-0.221, 0.358, 0.150)  1.18
P (2.183, -0.428, 1.840)  0.77
C (3.094, -1.300, 0.531)  -0.28
O (-3.935, -4.076, -0.002)  -0.08
O (-1.022, -1.206, 1.193)  -0.50
H (0.856, -3.368, -3.868)  0.11
H (3.946, -3.298, -0.868)  0.10
H (2.985, -4.373, -2.931)  0.09
C (-1.126, 1.462, -3.968)  -0.26
C (-2.887, -0.177, -2.500)  -0.27
H (3.505, -2.195, 1.035)  0.10
H (3.954, -0.658, 0.263)  0.09
H (-1.011, -1.864, -3.410)  0.08
H (0.174, -0.762, -4.167)  0.09
C (3.360, 0.603, 2.740)  -0.22
C (1.591, -1.657, 3.024)  -0.25
H (-2.543, -2.790, 2.397)  0.04
H (-0.915, -2.149, 1.341)  -0.06
H (-4.512, -4.238, -0.757)  0.03
H (-3.081, -4.320, -0.398)  0.04
H (1.496, 0.766, 1.294)  -0.09
H (-2.772, -2.075, 2.532)  0.06
H (-2.066, 1.368, -4.522)  0.04
H (-1.038, 2.490, -3.600)  0.04
H (-0.282, 1.255, -4.633)  0.05
H (-3.349, 0.020, -3.473)  0.04
H (-2.995, -1.232, -2.222)  0.05
H (-3.401, 0.434, -1.747)  0.04
H (2.450, -2.029, 3.603)  0.04
H (0.868, -1.200, 3.712)  0.06
H (1.107, -2.504, 2.519)  0.05
H (3.794, 0.021, 3.568)  0.06
H (4.128, 0.967, 2.041)  0.06
H (2.775, 1.450, 3.140)  0.05
C (-2.439, 3.948, 1.203)  0.01
C (-1.142, 3.241, 1.531)  -0.46
O (-1.101, 1.889, 1.264)  -0.30
C (0.026, 3.923, 0.740)  -0.49
F (-0.100, 5.264, 0.617)  0.14
F (1.255, 3.659, 1.270)  0.12
F (0.049, 3.393, -0.543)  0.07
C (-0.920, 3.440, 3.073)  -0.50
F (-0.805, 4.766, 3.408)  0.12
F (-1.985, 2.937, 3.758)  0.14
F (0.187, 2.800, 3.522)  0.13
H (-2.596, 3.952, 0.119)  0.10
H (-2.405, 4.982, 1.571)  0.10
H (-3.264, 3.413, 1.685)  0.10